{
  "formula": "C50H93BrCl2IN3O27PS",
  "method": "wB97M-V/def2-TZVPD",
  "elements": ["C", "C", "N", "C", "O", "C", "C", "O", "C", "C", "C", "C", "S", "C", "Br", "C", "C", "C", "O", "I", "N", "C", "C", "N", "C", "Cl", "C", "C", "C", "C", "C", "C", "C", "Cl", "P", "C", "C", "C", "H", "H", "H", "H", "H", "H", "H", "H", "H", "H", "H", "H", "H", "H", "H", "H", "H", "H", "H", "H", "H", "H", "H", "H", "H", "H", "H", "H", "H", "H", "H", "H", "H", "H", "H", "H", "H", "H", "H", "H", "H", "H", "H", "H", "H", "C", "O", "C", "O", "O", "C", "H", "H", "H", "H", "H", "H", "C", "O", "C", "O", "O", "C", "H", "H", "H", "H", "H", "H", "C", "O", "C", "O", "O", "C", "H", "H", "H", "H", "H", "H", "C", "O", "C", "O", "O", "C", "H", "H", "H", "H", "H", "H", "C", "O", "C", "O", "O", "C", "H", "H", "H", "H", "H", "H", "C", "O", "C", "O", "O", "C", "H", "H", "H", "H", "H", "H", "C", "O", "C", "O", "O", "C", "H", "H", "H", "H", "H", "H", "C", "O", "C", "O", "O", "C", "H", "H", "H", "H", "H", "H"],
  "positions_angstrom": [[-0.092603, 3.239578, -3.297436], [0.283052, 2.228727, -2.508722], [0.992554, 1.193639, -1.610726], [0.422426, 1.588647, -0.297031], [-0.652678, 2.631253, -0.352677], [-0.732052, 3.316498, 0.916920], [-1.390690, 2.674768, 2.250278], [-0.214762, 4.495607, 1.021097], [2.505724, 1.120836, -1.828831], [2.963627, 2.201246, -2.996743], [4.524893, 2.409846, -3.311897], [5.070352, 3.946993, -3.064133], [6.445230, 4.273910, -4.308662], [3.418256, 1.596272, -0.572957], [3.297984, 3.575941, -0.087989], [3.400957, 0.842218, 0.831965], [4.720109, 1.391175, 1.672384], [3.019721, -0.330913, -2.442160], [3.365639, -0.244258, -3.886483], [4.966356, -1.081531, -1.633035], [2.133796, -1.490026, -2.455769], [2.484014, -2.649337, -3.266820], [1.772835, -2.809728, -4.746517], [2.446944, -2.492056, -5.871930], [0.846724, -1.465412, -1.756110], [1.291429, -1.647483, 0.073396], [-0.124298, -2.745351, -1.952094], [0.262169, -4.090468, -1.114551], [-0.703599, -4.354975, 0.182415], [0.142150, -4.741205, 1.527251], [-0.058891, -3.581514, 2.668110], [1.393105, -3.193159, 3.274595], [0.218977, -0.041216, -2.140764], [0.183118, 0.034935, -4.035838], [-1.708409, 0.162115, -1.974482], [-2.608125, -0.921735, -3.303462], [-2.405152, -0.503143, -0.335944], [-3.404318, 0.608756, 0.343880], [-0.570251, 4.160091, -3.791760], [-0.081712, 0.729407, 0.320159], [1.054475, 2.104522, 0.496856], [-2.531353, 2.857400, 2.298713], [-1.196070, 1.528996, 2.333669], [-0.950530, 3.144738, 3.224267], [2.639642, 3.301179, -2.756154], [2.442823, 2.022521, -4.023373], [4.677297, 2.263729, -4.465200], [5.261786, 1.674430, -2.827308], [5.451265, 4.110291, -1.988472], [4.206867, 4.694188, -3.308844], [7.254982, 3.131656, -4.274187], [4.563714, 1.626610, -0.805034], [2.533973, 1.058745, 1.555809], [3.551183, -0.294514, 0.840562], [5.675783, 1.414884, 1.034453], [4.499113, 2.352456, 2.262141], [4.904524, 0.566387, 2.484311], [4.244080, -0.648604, -4.062039], [2.308140, -3.694608, -2.765153], [3.605443, -2.768965, -3.584135], [0.723727, -3.241061, -4.919849], [3.395045, -2.146237, -5.639257], [-0.307934, -3.045252, -3.061125], [-1.218613, -2.568163, -1.572469], [1.380450, -4.234893, -0.906265], [-0.016752, -4.970006, -1.840788], [-1.327883, -3.413344, 0.419157], [-1.470236, -5.201666, -0.066728], [-0.314439, -5.735697, 1.932282], [1.258308, -4.870204, 1.217481], [-0.681017, -4.047948, 3.525817], [-0.532108, -2.612358, 2.257241], [1.672067, -3.982685, 4.087253], [1.357928, -2.162289, 3.803285], [2.246331, -3.168764, 2.491905], [-3.611725, -1.287369, -2.875769], [-2.834019, -0.184744, -4.183794], [-1.959608, -1.754874, -3.741749], [-1.584842, -0.871520, 0.386881], [-3.089080, -1.427313, -0.545423], [-4.471050, 0.572091, -0.131051], [-3.528997, 0.401994, 1.471354], [-3.036967, 1.691423, 0.209246], [0.979092, -2.097356, 8.960185], [0.199098, -3.269785, 9.186845], [0.018873, -4.034779, 8.092588], [0.452519, -3.805940, 6.985075], [-0.727937, -5.098858, 8.445786], [-1.001001, -6.004029, 7.377720], [1.058663, -1.559820, 9.906697], [1.986301, -2.362440, 8.628269], [0.490730, -1.444031, 8.232373], [-0.072978, -6.425318, 6.982549], [-1.568664, -5.506878, 6.586617], [-1.607248, -6.819619, 7.776184], [-4.127293, -9.918249, 10.227494], [-3.235054, -9.931015, 9.114076], [-3.629892, -10.722357, 8.097184], [-4.638789, -11.389068, 8.065633], [-2.703750, -10.641069, 7.120657], [-2.993774, -11.434794, 5.971488], [-3.710129, -9.250473, 10.983352], [-5.107433, -9.535162, 9.931888], [-4.216666, -10.917425, 10.661481], [-3.928854, -11.112477, 5.506104], [-3.038085, -12.494434, 6.235880], [-2.184380, -11.292657, 5.252967], [-6.596481, 4.049843, 1.419044], [-7.458165, 3.672133, 2.490620], [-7.735690, 2.353837, 2.539996], [-7.323312, 1.510608, 1.774175], [-8.551194, 2.138418, 3.589483], [-8.931472, 0.774240, 3.766634], [-6.442348, 5.128777, 1.477399], [-5.625073, 3.557069, 1.513279], [-7.056261, 3.818623, 0.454574], [-8.053659, 0.150593, 3.954753], [-9.484771, 0.411909, 2.896320], [-9.586266, 0.718553, 4.637967], [8.153200, 8.368291, -10.519791], [7.290939, 8.588390, -9.403403], [7.150789, 7.519875, -8.592632], [7.679337, 6.441826, -8.739387], [6.318910, 7.863751, -7.589415], [6.077310, 6.821386, -6.646156], [8.190912, 9.291347, -11.100918], [9.165908, 8.130602, -10.183773], [7.760515, 7.573731, -11.159380], [7.006959, 6.521535, -6.156250], [5.601470, 5.965148, -7.131280], [5.396484, 7.207955, -5.885258], [-5.941296, 7.370485, 5.135803], [-4.962939, 8.218982, 4.536661], [-3.931521, 7.561829, 3.972382], [-3.785472, 6.359488, 3.940358], [-3.090257, 8.475252, 3.449064], [-1.942471, 7.916234, 2.813582], [-6.722436, 8.005525, 5.557270], [-6.395290, 6.716299, 4.386832], [-5.499267, 6.784019, 5.945418], [-2.237574, 7.283411, 1.972535], [-1.341351, 7.351446, 3.530902], [-1.336696, 8.738851, 2.429349], [13.718502, 10.553305, -7.334480], [12.538527, 10.097846, -7.994111], [11.417779, 10.192809, -7.251450], [11.348306, 10.616893, -6.120184], [10.387793, 9.732872, -7.989225], [9.125469, 9.773879, -7.324385], [14.556028, 10.430624, -8.023532], [13.633463, 11.612950, -7.080056], [13.916199, 9.955144, -6.441182], [8.856941, 10.802419, -7.069408], [9.139855, 9.144586, -6.430193], [8.372026, 9.380775, -8.010999], [-12.268371, -4.442549, 1.870201], [-12.247865, -3.701031, 0.651644], [-11.931909, -2.399873, 0.801033], [-11.676902, -1.845268, 1.846449], [-11.949213, -1.823473, -0.416924], [-11.630475, -0.433194, -0.411563], [-12.533698, -5.473711, 1.630394], [-11.281121, -4.440553, 2.339519], [-13.022472, -4.042087, 2.552649], [-10.617655, -0.271093, -0.033291], [-12.359086, 0.127234, 0.179998], [-11.674848, -0.075218, -1.441737], [0.555159, -8.928989, 1.312567], [0.925848, -9.673947, 0.154060], [0.803414, -8.995114, -1.002894], [0.419155, -7.852150, -1.120014], [1.182977, -9.809132, -2.006515], [1.104556, -9.218272, -3.302421], [0.693252, -9.572678, 2.183071], [1.195948, -8.050743, 1.427784], [-0.497219, -8.636941, 1.262848], [1.767241, -8.351654, -3.371906], [0.074306, -8.937811, -3.536693], [1.432946, -9.962195, -4.030349]],
  "forces_ev_per_angstrom": [[2.2201, -5.9039, 5.5061], [-1.2279, 7.5913, -5.2627], [-3.3043, 1.9216, -2.8564], [-2.2692, 0.8474, 5.8563], [0.6208, -0.4375, 1.3109], [2.2872, 5.0863, 1.8643], [0.0826, -0.6315, 0.1717], [-2.7697, -6.2254, -1.0875], [3.7450, 1.4884, -1.4594], [-0.4404, 1.7824, -1.2825], [0.9160, 0.3417, -1.0991], [-0.4864, -1.2140, 0.2364], [-0.1082, -0.4855, 0.4953], [1.0741, -0.5005, 1.5117], [-0.6833, -0.9529, -0.4310], [1.4915, 0.4540, 1.8481], [-0.5654, -1.5231, 0.9929], [-0.0582, -1.9439, -2.4394], [0.1382, 0.7987, 1.4863], [0.0524, 0.2617, 0.4607], [-1.1879, 0.0415, 0.7227], [0.4673, -3.0247, -2.2323], [2.4602, 1.4328, -2.7128], [-2.3169, -1.3229, 4.0074], [1.1515, -0.3454, -0.3027], [-0.5864, 1.0005, -0.3950], [-1.2122, -0.9795, -0.2284], [-0.9889, -1.3374, -1.0430], [0.2815, -0.0968, 0.1568], [-1.1684, 0.3888, -0.3929], [1.4913, -0.6173, 0.1379], [-0.1105, -0.1512, 0.8708], [-1.5720, -3.0593, -0.8587], [0.7893, -0.5091, 1.6742], [-1.5823, 0.4804, 0.2175], [0.2420, 0.4549, -1.0437], [-0.9439, -0.7656, 0.8983], [-0.2911, 0.0856, -0.0964], [0.9717, -2.0885, 0.9564], [1.2960, 0.9136, -1.9438], [0.6793, -1.2308, -1.9939], [1.8895, -0.3063, -0.3837], [-0.4571, 1.9312, -0.4118], [-0.5716, -0.5294, -2.2168], [0.1306, -2.4333, 0.2433], [0.8367, -0.2647, 2.1522], [-0.4624, 0.0985, 2.1906], [-1.2361, 1.0564, -0.5620], [-0.7124, -0.2078, -1.8226], [1.7767, -1.2191, 0.3883], [-1.1031, 0.8919, 0.4080], [-2.5726, -0.5140, -0.4402], [0.9668, -0.2417, -1.5241], [-0.4690, 1.7877, -0.7273], [-1.5168, 0.2762, 0.8789], [0.5454, -1.3672, -1.3037], [-0.2244, 1.5371, -1.4302], [-0.6653, 0.5732, 0.5097], [0.0016, 2.2355, -0.3236], [-2.0056, 0.8833, 1.0785], [1.5969, 0.7071, 0.5651], [-0.6006, -0.1158, 0.0158], [0.8064, 0.8883, 1.8385], [2.2496, 0.4490, -0.6137], [-1.7413, 0.4793, -0.0605], [0.7128, 1.6273, 1.2014], [0.9947, -1.3762, -0.4735], [1.5402, 1.5471, 0.3290], [1.2095, 1.7084, -0.7093], [-1.9951, 0.1179, 0.8285], [0.8406, 1.1580, -1.4486], [0.4824, -1.7638, 0.5306], [-0.3463, 1.4790, -1.4810], [0.0636, -1.7160, -0.8112], [-1.5421, -0.0557, 1.1001], [1.6985, 0.4698, -0.4994], [0.3704, -1.3947, 1.6935], [-1.2012, 1.0197, 0.7876], [-1.2501, 0.6738, -1.0019], [1.4513, 1.4777, 0.2843], [2.0273, -0.0921, 0.7930], [0.2050, 0.2362, -1.8034], [-0.3835, -1.8058, 0.1414], [0.2595, 0.3952, 0.0086], [-0.1580, -0.4524, -0.5004], [-0.0618, -0.0674, 0.1569], [-0.2679, -0.1166, 0.6272], [0.3808, 0.6129, -0.0799], [-0.1440, -0.3821, -0.2866], [-0.1726, -0.2942, -0.0276], [-0.1910, 0.0336, -0.1061], [0.1357, -0.1679, -0.0211], [-0.1115, 0.1774, -0.0403], [0.2078, -0.0063, 0.0390], [0.1150, 0.2411, 0.1921], [-0.2851, 0.0385, 0.4431], [-0.0141, -0.2923, -0.6044], [-0.1176, -0.0629, 0.0915], [0.7330, 0.4857, -0.0093], [-0.2821, 0.1078, 0.4720], [-0.0592, -0.2583, -0.3860], [0.1622, -0.0560, -0.2962], [0.0918, -0.2135, -0.0040], [-0.1106, 0.1117, -0.1733], [0.0378, -0.1561, 0.1662], [-0.1576, 0.1699, -0.0094], [0.0106, 0.1509, 0.2994], [0.2113, 0.2035, -0.3023], [-0.1440, -0.5765, 0.0798], [-0.1791, -0.0076, 0.2078], [-0.1675, 0.5465, 0.4267], [0.5188, 0.3229, -0.5763], [-0.2308, -0.5235, 0.0940], [-0.1715, -0.1662, 0.2267], [-0.1699, -0.0548, -0.0850], [0.1264, -0.1213, 0.1338], [-0.0940, 0.0747, -0.1810], [0.1936, -0.0121, 0.0769], [0.1299, 0.2972, -0.1234], [0.3922, -0.0419, -0.5232], [-0.5511, -0.6584, 0.1988], [-0.0969, -0.3071, -0.1649], [-0.3804, 0.7936, 0.1417], [0.3266, 0.0619, -0.5068], [-0.0545, -0.2967, 0.2945], [-0.1856, -0.0212, 0.2967], [-0.1795, -0.0946, -0.0139], [0.1141, 0.0079, 0.2033], [-0.1194, -0.0549, -0.2031], [0.2374, 0.0427, 0.0336], [0.1066, 0.2113, -0.2349], [-0.3945, -0.2418, 0.2389], [0.6369, -0.2413, -0.3606], [-0.0743, 0.1863, 0.0532], [-0.0778, 0.6957, -0.0335], [-0.4935, -0.3771, 0.2947], [0.4063, -0.1177, -0.2225], [0.2738, 0.1279, -0.1649], [0.1714, -0.0266, 0.1350], [-0.0209, -0.0306, -0.2236], [0.0434, -0.0502, 0.2107], [-0.1672, -0.0593, -0.1387], [-0.2965, 0.0562, 0.1688], [0.4308, 0.1436, 0.1676], [-0.5945, -0.0217, 0.2166], [0.0116, 0.0183, 0.0234], [0.0546, -0.3034, -0.7797], [0.6236, 0.1765, 0.2150], [-0.5402, -0.0510, 0.2038], [-0.3160, -0.0875, -0.0894], [-0.0593, -0.1923, 0.1111], [-0.1249, 0.1887, -0.0346], [0.1316, -0.1512, 0.1310], [0.1055, 0.2322, 0.0180], [0.6841, 0.4426, 0.2580], [-0.0408, -0.3102, 0.3868], [0.1592, 0.6731, -0.0779], [-0.0395, -0.0578, -0.0419], [-0.1179, -0.3337, -0.6651], [-0.0094, -0.3892, 0.5099], [0.0806, 0.4578, -0.0540], [0.0221, 0.2412, -0.2426], [-0.1744, 0.1419, 0.0136], [0.2202, 0.0473, -0.0379], [-0.1826, -0.0118, 0.1015], [0.1901, -0.1028, 0.0491], [-0.0690, -0.3243, 0.0796], [-0.0941, 0.1760, 0.4247], [-0.0388, 0.2875, -0.6573], [0.0812, -0.2635, -0.0010], [0.2179, -0.5639, 0.0735], [-0.1827, 0.3788, 0.6274], [-0.0137, 0.1144, -0.4781], [0.0704, -0.1059, -0.3162], [-0.1811, -0.0285, -0.1042], [0.1728, 0.0919, -0.0766], [-0.1942, -0.0265, 0.0668], [0.1630, 0.0956, 0.1018], [-0.0113, -0.0594, 0.3383]],
  "total_charge": 1,
  "homo_lumo_gap_ev": 8.1,
  "energy_ha": -8687.55458,
  "fmax_ha_per_bohr": 0.1812,
  "molar_mass_g_mol": 1509.04
}